{"formula": "C10H21BaNO9", "method": "wB97M-V/def2-TZVPD", "species": ["Ba", "C", "C", "C", "O", "C", "C", "C", "O", "O", "O", "H", "H", "C", "C", "C", "O", "C", "N", "H", "H", "H", "H", "H", "H", "H", "H", "H", "H", "H", "O", "H", "H", "O", "H", "H", "O", "H", "H", "O", "H", "H"], "positions_angstrom": [[0.70972, -0.81856, 0.73246], [2.24709, 0.60676, -3.64538], [1.76426, 0.02168, -2.53733], [1.22732, 0.97261, -1.44918], [0.53127, 0.49520, -0.44139], [1.46386, 2.30903, -1.31809], [2.19883, 2.92517, -2.47052], [2.68889, 1.93522, -3.64318], [3.54046, 2.55990, -4.35724], [2.61153, 4.10525, -2.59555], [1.81390, -1.27932, -2.44997], [2.47529, 0.06390, -4.55071], [1.01763, 2.99471, -0.61302], [-2.20512, -0.50671, -1.31961], [-2.05247, -0.22439, 0.20720], [-3.31249, -0.30794, 1.07287], [-2.98051, -0.24987, 2.47370], [-2.48321, 1.09981, 2.88938], [-1.20884, -1.24290, 0.77541], [-2.40148, -1.56361, -1.50001], [-1.30524, -0.05550, -1.73763], [-3.06245, 0.02953, -1.72643], [-1.52222, 0.72303, 0.30389], [-3.75234, -1.30247, 0.99837], [-4.08071, 0.42215, 0.81805], [-1.97524, 1.04504, 3.85223], [-3.34574, 1.76170, 2.96712], [-1.78477, 1.63333, 2.24468], [-1.75293, -2.09382, 0.77768], [-1.35229, -1.01861, 1.74969], [0.53787, -2.78263, 1.14469], [0.10597, -3.62564, 1.00670], [1.25888, -2.97752, 1.74334], [0.00824, -0.72762, 2.71531], [0.48642, -0.20370, 3.35802], [-0.48357, -1.35995, 3.23925], [2.16621, 0.41011, 0.93074], [3.08570, 0.24568, 1.13983], [2.11305, 1.35836, 0.81152], [2.04401, -1.65251, -0.31445], [2.16551, -1.56247, -1.25963], [2.79975, -2.16243, -0.02283]], "forces_ev_per_a": [[-1.49, -2.32, 7.57], [0.57, 0.64, -1.95], [0.03, -0.54, -0.07], [-0.39, 0.74, 0.68], [-3.10, 11.13, -12.61], [1.88, 1.12, -3.13], [1.79, 1.69, 0.02], [2.03, 4.80, -0.26], [-2.43, -3.10, 1.03], [-1.96, -2.87, 1.11], [-1.25, 1.53, -1.33], [0.25, -0.57, 0.25], [-0.31, -0.34, 0.24], [-0.67, 1.04, 1.27], [-1.54, -0.37, -1.32], [-0.38, 0.42, 0.17], [1.24, 2.16, 0.19], [-1.01, -0.59, -0.08], [-12.59, -3.62, 0.43], [0.52, -0.01, -0.15], [-0.11, -0.77, -0.53], [-0.03, 0.15, 0.01], [-0.34, 0.14, 0.14], [-0.09, 0.00, -0.39], [-0.02, 0.28, 0.05], [-0.36, -0.47, 0.05], [-0.12, -0.08, 0.18], [0.08, -0.66, -0.61], [-0.86, -0.93, -0.66], [-0.08, -0.11, 0.08], [-1.43, -9.70, 2.34], [-0.43, -1.66, -0.18], [0.44, -0.38, 0.35], [-1.63, 0.47, 8.41], [0.23, 0.48, 0.63], [-0.35, -0.35, 0.93], [10.72, 8.24, 3.09], [1.45, 0.16, 0.20], [0.42, 1.78, -0.56], [10.64, -7.26, -1.47], [-0.30, 0.31, -4.15], [0.96, -0.59, 0.04]], "gap_ev": 4.5, "total_charge": 0, "relative_energy_kj_mol": 0.0, "total_energy_ha": -1150.17721, "e_homo_ev": -5.744}

***

{"formula": "C10H21EuF3IO5P2S", "method": "wB97M-V/def2-TZVPD", "species": ["C", "C", "H", "H", "H", "O", "I", "Eu", "P", "C", "C", "H", "H", "H", "H", "H", "H", "C", "H", "H", "H", "P", "C", "C", "H", "H", "H", "C", "H", "H", "H", "H", "H", "H", "C", "O", "F", "C", "F", "F", "S", "O", "O", "O"], "positions_angstrom": [[-2.02543, 2.30137, -1.97416], [-1.77130, 0.93257, -2.11590], [-2.54757, 2.68078, -2.86945], [-1.06314, 2.83001, -1.84520], [-2.67981, 2.45187, -1.09516], [-1.44937, -0.14569, -2.40642], [0.18379, 1.97416, 3.64166], [0.72224, 0.02793, 1.35060], [-2.51752, -0.54836, 1.03917], [-3.09088, -2.28286, 1.16928], [-2.85846, -0.01994, 2.77839], [-3.92278, -0.22903, 2.97279], [-4.90907, -0.24024, 0.77100], [-2.64062, 1.05488, 2.88936], [-4.03602, 1.24801, 0.30240], [-2.30431, -2.89212, 1.62359], [-2.20214, -0.56190, 3.48059], [-4.02190, 0.15135, 0.25074], [-4.00585, -2.36189, 1.76973], [-4.06524, -0.15706, -0.79895], [-3.28546, -2.65663, 0.16154], [2.47604, 1.48099, -1.24452], [3.49751, 0.21206, -1.99776], [2.18893, 2.77241, -2.44469], [2.69765, 2.77485, 0.76315], [4.24318, 2.65607, -0.19407], [3.67621, 1.26759, 0.83208], [3.36250, 2.10854, 0.18293], [1.84313, 3.66564, -1.92056], [3.10680, 3.00284, -2.99158], [4.12320, 0.74894, -2.72678], [2.87570, -0.53500, -2.50478], [1.41706, 2.47366, -3.15766], [4.13376, -0.31511, -1.27189], [-0.40396, -2.00886, -0.28054], [-0.83864, -2.84865, -0.95671], [1.99132, -2.83407, 3.04223], [1.81685, -3.59973, 1.93064], [2.67732, -4.62162, 1.95683], [0.53672, -4.06195, 1.92953], [2.15084, -2.49388, 0.30624], [2.67005, -1.25386, 1.02598], [3.12245, -3.10982, -0.63332], [1.12621, 0.96176, -0.74033]], "forces_ev_per_a": [[-0.59, 1.19, 0.63], [2.34, -5.87, -2.23], [0.10, -0.25, 0.06], [-0.23, -0.28, 0.04], [0.26, 0.04, -0.22], [-1.86, 5.21, 1.64], [0.39, -0.84, -1.22], [0.27, 0.03, -0.18], [-1.05, 0.45, 1.47], [0.44, -0.16, -0.32], [0.16, 0.26, -0.17], [0.44, 0.05, 0.19], [0.26, 0.16, -0.22], [-0.22, -0.44, 0.04], [-0.07, -0.22, 0.10], [-0.18, -0.09, -0.03], [-0.40, 0.16, -0.18], [0.15, 0.29, -0.30], [0.25, 0.19, -0.13], [-0.20, -0.02, 0.05], [0.00, -0.17, 0.13], [1.05, -0.31, 0.11], [0.02, 0.13, -0.12], [-0.01, 0.23, 0.09], [0.40, -0.04, -0.29], [-0.19, -0.15, 0.51], [0.05, 0.32, -0.43], [-0.02, 0.26, -0.07], [0.08, 0.06, -0.05], [-0.13, 0.05, 0.07], [-0.02, -0.43, 0.11], [0.14, 0.20, -0.05], [0.16, -0.14, -0.02], [-0.26, 0.25, -0.14], [-1.46, -2.82, -2.37], [1.53, 2.90, 2.25], [-0.47, -0.49, -0.82], [1.38, -0.61, -0.06], [-0.94, 0.75, 0.15], [0.97, 0.60, -0.15], [0.52, -2.19, -1.69], [-0.53, 1.58, 0.69], [-1.16, 0.80, 2.05], [-1.35, -0.65, 1.06]], "gap_ev": [5.1, 5.8], "total_charge": 2, "multiplicity": 7, "total_energy_ha": -3157.78728, "e_homo_ev": [-14.375, -14.411]}